{
  "formula": "C3H7N3O",
  "method": "ωB97M-V with the def2-TZVPD basis set",
  "charge": 0,
  "smiles": "[H]/N=C(\\O)N(C)N=C",
  "lumo_energy_ha": 0.0120,
  "relative_energy_ev": 3.430,
  "homo_lumo_gap_ev": 9.41,
  "homo_ev": -9.08,
  "elements": ["H", "N", "C", "O", "N", "C", "N", "C", "H", "H", "H", "H", "H", "H"],
  "xyz": [[2.46, 1.59, -0.32], [1.68, 1.30, 0.29], [0.88, 0.63, -0.47], [1.22, 0.50, -1.77], [-0.45, 0.39, -0.19], [-1.12, 0.78, 1.03], [-0.62, -0.96, -0.74], [-0.27, -2.01, -0.09], [0.47, 0.04, -2.19], [-0.71, 1.72, 1.43], [-1.05, 0.02, 1.81], [-2.18, 0.95, 0.80], [0.43, -1.99, 0.76], [-0.73, -2.97, -0.35]],
  "mulliken_charge": [0.273, -0.742, 0.609, -0.497, 0.204, -0.761, -0.717, -0.257, 0.418, 0.340, 0.294, 0.257, 0.297, 0.282]
}

---

{
  "formula": "C3H7N3O",
  "method": "ωB97M-V with the def2-TZVPD basis set",
  "charge": 0,
  "lumo_energy_ha": [0.0182, 0.0182],
  "relative_energy_ev": 5.465,
  "homo_lumo_gap_ev": [9.12, 9.12],
  "homo_ev": [-8.62, -8.62],
  "elements": ["C", "C", "N", "O", "N", "N", "C", "H", "H", "H", "H", "H", "H", "H"],
  "xyz": [[0.99, 0.76, 0.10], [-1.23, 0.76, -0.41], [-1.51, -0.25, 0.42], [0.86, 0.96, 1.48], [-0.70, -1.33, 0.39], [1.16, -1.68, -1.12], [0.37, -1.11, -0.34], [1.06, 0.13, 1.93], [-1.93, -0.08, 1.32], [0.77, -2.51, -1.56], [1.97, 0.37, -0.20], [0.89, 1.72, -0.40], [-1.64, 1.73, -0.15], [-1.07, 0.54, -1.45]],
  "mulliken_charge": [-0.568, -0.589, 0.278, -0.499, -0.782, -0.667, 0.458, 0.366, 0.301, 0.270, 0.349, 0.373, 0.374, 0.337]
}

---

{
  "formula": "C3H7N3O",
  "method": "ωB97M-V with the def2-TZVPD basis set",
  "charge": 0,
  "smiles": "[H]/N=C(C)\\C(N)=N/O",
  "lumo_energy_ha": 0.0338,
  "relative_energy_ev": 3.816,
  "homo_lumo_gap_ev": 9.65,
  "homo_ev": -8.73,
  "elements": ["H", "N", "C", "C", "C", "N", "N", "O", "H", "H", "H", "H", "H", "H"],
  "xyz": [[-0.72, 2.21, -1.24], [-1.20, 1.32, -1.12], [-0.55, 0.41, -0.61], [-1.25, -1.03, -0.19], [0.72, 0.06, 0.07], [1.65, -0.58, -0.73], [1.07, 0.47, 1.25], [-0.05, 0.99, 1.97], [-1.07, -1.50, 0.78], [-2.31, -0.81, -0.21], [-0.99, -1.72, -0.99], [1.93, -0.07, -1.55], [2.44, -0.97, -0.25], [0.33, 1.22, 2.82]],
  "mulliken_charge": [0.241, -0.706, 0.611, -1.151, 0.502, -0.453, -0.534, -0.392, 0.320, 0.384, 0.319, 0.224, 0.264, 0.373]
}

---

{
  "formula": "C3H7N3O",
  "method": "ωB97M-V with the def2-TZVPD basis set",
  "charge": 0,
  "lumo_energy_ha": 0.0159,
  "relative_energy_ev": 7.108,
  "homo_lumo_gap_ev": 8.80,
  "homo_ev": -8.36,
  "elements": ["C", "C", "C", "H", "H", "H", "H", "H", "H", "H", "N", "N", "N", "O"],
  "xyz": [[1.42, 1.93, -0.29], [0.79, 0.62, -0.35], [-2.33, -0.55, 1.14], [2.42, 1.70, -0.85], [0.93, 2.94, -0.76], [1.82, 2.19, 0.74], [-0.91, 1.40, 0.59], [-2.46, -1.58, 1.90], [-2.77, 0.35, 1.44], [0.09, -1.52, 0.51], [-0.64, 0.53, -0.02], [-1.21, -0.62, 0.61], [1.35, -0.49, -0.80], [0.63, -1.68, -0.64]],
  "mulliken_charge": [-0.946, 0.546, -0.415, 0.311, 0.270, 0.248, 0.329, 0.224, 0.257, 0.498, -0.305, -0.194, -0.368, -0.456]
}

---

{
  "formula": "C3H7N3O",
  "method": "ωB97M-V with the def2-TZVPD basis set",
  "charge": 0,
  "smiles": "CN/N=C(\\N)C=O",
  "lumo_energy_ha": 0.0214,
  "relative_energy_ev": 2.053,
  "homo_lumo_gap_ev": 8.86,
  "homo_ev": -8.27,
  "elements": ["C", "N", "N", "C", "N", "C", "O", "H", "H", "H", "H", "H", "H", "H"],
  "xyz": [[-1.05, 0.83, 2.10], [-0.43, -0.05, 1.11], [-0.39, 0.40, -0.16], [0.28, -0.30, -1.02], [1.04, -1.43, -0.79], [0.21, 0.21, -2.45], [0.98, -0.24, -3.30], [-1.47, 0.24, 2.91], [-1.86, 1.42, 1.65], [-0.31, 1.52, 2.52], [0.47, -0.37, 1.46], [1.70, -1.64, -1.53], [1.39, -1.56, 0.14], [-0.55, 0.98, -2.64]],
  "mulliken_charge": [-0.723, -0.193, -0.347, 0.271, -0.459, 0.121, -0.530, 0.252, 0.301, 0.266, 0.213, 0.268, 0.197, 0.361]
}

---

{
  "formula": "C3H7N3O",
  "method": "ωB97M-V with the def2-TZVPD basis set",
  "charge": 0,
  "smiles": "[H]/N=C/NC(=O)NC",
  "lumo_energy_ha": 0.0291,
  "relative_energy_ev": 0.113,
  "homo_lumo_gap_ev": 10.44,
  "homo_ev": -9.65,
  "elements": ["H", "N", "C", "N", "C", "O", "N", "C", "H", "H", "H", "H", "H", "H"],
  "xyz": [[2.87, -2.77, -1.12], [2.11, -2.57, -0.47], [1.73, -1.37, -0.61], [0.71, -0.87, 0.19], [0.03, 0.30, -0.14], [0.34, 0.99, -1.10], [-1.03, 0.56, 0.68], [-1.86, 1.72, 0.42], [2.11, -0.62, -1.31], [0.28, -1.55, 0.80], [-1.02, 0.17, 1.61], [-2.06, 1.77, -0.65], [-1.40, 2.66, 0.74], [-2.81, 1.59, 0.95]],
  "mulliken_charge": [0.258, -0.647, 0.021, -0.264, 0.553, -0.613, -0.247, -0.773, 0.336, 0.288, 0.236, 0.280, 0.271, 0.303]
}